1.
Formula: BrPb
Source: OMol25
Level of theory: ωB97M-V/def2-TZVPD

- gap between HOMO and LUMO (eV) = 7.86
- relative energy (zero: lowest compared OMol25 entry of this formula, charge and spin) (kcal/mol) = 10.45
- largest force on an atom (eV/A) = 2.6

Structure (ORCA input):
```
! wB97M-V def2-TZVPD RIJCOSX def2/J DEFGRID3
* xyz 1 1
Pb -0.7682 0.2076 1.1345
Br 0.7682 -0.2076 -1.1345
*
```

Need the Löwdin charges? In units of e they are:
1 Pb 1.1302
2 Br -0.1302

***

2.
Formula: BrPd2
Source: OMol25
Level of theory: ωB97M-V/def2-TZVPD

- gap between HOMO and LUMO (spin up / spin down) (eV) = 11.21 / 6.35
- relative energy (zero: lowest compared OMol25 entry of this formula, charge and spin) (kcal/mol) = 29.24
- largest force on an atom (eV/A) = 0.4

Structure (ORCA input):
```
! wB97M-V def2-TZVPD RIJCOSX def2/J DEFGRID3
* xyz 3 5
Pd -1.5182 1.9130 -0.5797
Pd 1.7613 -1.7897 0.4214
Br -0.2431 -0.1233 0.1582
*
```

Atomic partial charges in e from the Löwdin method, atoms 1 to 2:
1 Pd 1.1632
2 Pd 1.2702

***

3.
Formula: C103H202N14O10S
Source: OMol25
Level of theory: ωB97M-V/def2-TZVPD

- gap between HOMO and LUMO (eV) = 8.31
- largest force on an atom (eV/A) = 4.5

Structure (ORCA input):
```
! wB97M-V def2-TZVPD RIJCOSX def2/J DEFGRID3
* xyz 0 1
C 14.6545 23.4624 21.7478
C 14.3602 21.9629 21.8397
C 13.1823 21.8891 22.8548
C 12.3900 20.5448 22.6922
C 11.8844 20.3775 21.2315
C 13.0289 20.3351 20.2128
N 13.8394 21.4882 20.4720
O 15.0214 21.4605 19.6198
C 13.7636 18.9640 20.2510
C 12.4892 20.4503 18.7870
C 15.5834 21.1757 22.3783
H 15.3436 23.7198 20.9060
H 15.0726 23.8970 22.6588
H 13.7730 24.0337 21.5425
H 13.6326 21.8733 23.8253
H 12.5287 22.7054 22.7023
H 11.5277 20.4243 23.3693
H 13.0462 19.7560 23.0352
H 11.1632 21.2334 20.9710
H 11.2685 19.5030 21.1140
H 14.4780 18.9302 21.1257
H 13.0469 18.1645 20.4981
H 14.1834 18.6638 19.3318
H 11.7796 19.6489 18.6096
H 12.0814 21.3937 18.5380
H 13.2569 20.2269 18.0242
H 15.2519 20.2322 22.7971
H 16.0791 21.7776 23.1740
H 16.3695 20.9339 21.6482
H 14.7812 22.0417 18.8450
C 23.2125 20.6683 13.2027
C 22.9961 19.6140 14.2703
C 24.2249 18.9170 14.8469
C 25.1585 19.7317 15.8191
C 24.3102 20.3020 16.9328
C 23.1144 21.0452 16.4363
N 22.3311 20.1562 15.5493
O 21.2281 20.9210 15.0564
C 22.3043 21.4502 17.6720
C 23.4777 22.4697 15.7616
C 21.9293 18.6234 13.7182
H 24.1569 21.1959 13.1667
H 22.5002 21.4956 13.2606
H 23.0606 20.1651 12.2370
H 24.0225 17.9679 15.3710
H 24.8247 18.6166 13.9161
H 25.6564 20.5789 15.2514
H 25.9190 19.0075 16.1727
H 24.7941 21.0438 17.5283
H 24.0307 19.4664 17.6728
H 21.4164 22.0794 17.3645
H 22.0188 20.5723 18.2644
H 22.9744 22.0826 18.2851
H 22.6425 22.8280 15.1893
H 23.6721 23.2117 16.5884
H 24.2706 22.3954 15.0162
H 21.1979 19.1689 13.1952
H 21.5771 17.9360 14.4936
H 22.5371 18.0408 12.9824
H 20.6739 20.9408 15.8302
C 25.6886 15.5134 17.5661
C 24.4774 14.7428 17.9986
C 23.8950 13.9479 16.8619
C 22.9756 12.7883 17.2185
C 23.6908 11.8973 18.2001
C 24.1719 12.6310 19.4727
N 24.8925 13.8659 19.1102
O 25.3211 14.5614 20.2636
C 22.9596 12.7684 20.4158
C 25.2541 11.7009 20.1064
C 23.3788 15.7780 18.4981
H 26.1060 16.1632 18.2923
H 25.3242 16.1659 16.7309
H 26.4205 14.7884 17.2184
H 23.4392 14.6382 16.1098
H 24.7035 13.5561 16.2148
H 22.7523 12.2698 16.2805
H 21.9419 13.0794 17.5140
H 24.6451 11.4458 17.7116
H 23.1855 11.0107 18.5988
H 22.0279 12.9692 19.8952
H 22.8609 11.8797 21.0354
H 23.1174 13.6283 21.0473
H 25.9429 12.2990 20.7203
H 24.7607 10.9180 20.7427
H 25.8035 11.1607 19.3421
H 23.4464 16.6256 17.8237
H 23.5051 16.1964 19.5225
H 22.4032 15.3073 18.4649
H 24.5643 14.8672 20.7154
C 18.4984 22.3072 14.1467
C 18.5654 23.4329 13.1489
C 18.3803 22.9131 11.6263
C 18.1642 24.0108 10.6693
C 16.8327 24.6879 11.0421
C 16.9123 25.2569 12.4404
N 17.2645 24.1862 13.3834
O 17.4158 24.8274 14.6832
C 17.8045 26.4455 12.3900
C 15.4233 25.6484 12.8050
C 19.9430 24.1691 13.2474
H 19.2269 21.6118 14.0100
H 17.5203 21.9498 14.1683
H 18.6862 22.7874 15.0789
H 19.2821 22.3619 11.3518
H 17.5782 22.1744 11.6593
H 18.2290 23.6780 9.6511
H 18.9884 24.6978 10.8272
H 15.9851 23.8775 10.9900
H 16.5275 25.5367 10.4328
H 17.3305 27.3588 12.0321
H 18.2091 26.5924 13.4665
H 18.5599 26.3480 11.5843
H 14.9707 24.6723 12.8620
H 15.4485 26.1486 13.6959
H 14.9180 26.1760 12.0491
H 20.1030 25.0336 12.6517
H 20.6824 23.4404 12.8939
H 20.1617 24.4830 14.2820
H 16.6378 24.6520 15.1990
C 14.3965 17.6816 25.3429
C 14.2969 16.6735 26.5739
C 15.6014 15.8529 26.5720
C 16.7686 16.6113 27.1750
C 16.4249 17.1958 28.5327
C 15.1590 18.1747 28.5419
N 14.0749 17.3386 27.8911
O 12.9248 18.2091 27.7421
C 14.6883 18.4426 29.9608
C 15.3561 19.4956 27.8904
C 13.1330 15.7500 26.3911
H 13.9308 17.2710 24.4226
H 15.4639 17.8802 25.1925
H 13.8516 18.5857 25.6213
H 15.4128 14.8698 27.0430
H 15.7247 15.5864 25.5097
H 16.9674 17.4765 26.5329
H 17.6576 15.9867 27.1927
H 17.3278 17.6758 28.9624
H 16.1392 16.3131 29.1344
H 14.3827 17.5787 30.5061
H 15.5769 18.8487 30.4526
H 13.9402 19.1607 30.0718
H 14.4095 20.0302 27.8047
H 16.0399 20.2457 28.3587
H 15.6953 19.4385 26.8876
H 12.7096 15.2617 27.2726
H 13.4397 15.0035 25.6619
H 12.3236 16.2769 25.9376
H 12.1863 17.7626 28.2451
C 17.3277 28.0762 16.4904
C 18.8825 28.1454 17.0150
C 18.9667 28.6298 18.4447
C 20.3071 28.3538 19.1736
C 20.6599 26.8737 19.0043
C 20.7134 26.3985 17.5559
N 19.4104 26.8059 16.9627
O 19.4841 26.3389 15.6234
C 21.9666 26.8604 16.8542
C 20.7319 24.8593 17.6034
C 19.6123 29.1064 16.0743
H 16.7151 28.9096 16.6731
H 16.9763 27.1371 16.9913
H 17.4358 27.8133 15.4381
H 18.6182 29.7023 18.4838
H 18.2206 28.1491 19.0721
H 20.1700 28.5204 20.2192
H 21.0072 29.0514 18.6996
H 19.8218 26.3064 19.4914
H 21.5546 26.5536 19.5264
H 22.1460 26.4052 15.8776
H 22.0308 27.9328 16.6310
H 22.8187 26.5349 17.4676
H 20.8701 24.4534 16.5564
H 21.4824 24.5553 18.3239
H 19.6973 24.5983 17.9088
H 20.4923 29.4749 16.5115
H 18.9809 29.9264 15.7065
H 19.7888 28.6221 15.0931
H 18.7222 25.8352 15.4066
C 23.7434 24.8505 19.7671
C 24.9106 24.2162 20.7667
C 25.4644 22.8657 20.2701
C 26.3582 22.9828 19.0818
C 27.5038 23.9342 19.4453
C 26.9820 25.3153 19.8523
N 26.0615 25.1502 21.0055
O 25.5311 26.4527 21.2973
C 28.2169 26.0651 20.3492
C 26.4312 26.2242 18.6437
C 24.2628 24.0929 22.1688
H 24.0493 24.9071 18.6923
H 23.5155 25.8391 20.1151
H 22.9553 24.1512 19.8844
H 26.0093 22.4989 21.1387
H 24.6354 22.1640 20.1791
H 25.7945 23.2038 18.1774
H 26.7125 21.9969 18.8692
H 28.1479 24.0870 18.6255
H 28.0459 23.5813 20.2690
H 28.7982 25.5081 21.0099
H 28.8812 26.2829 19.4686
H 27.9774 27.0165 20.8590
H 26.0015 27.0221 19.1546
H 27.3161 26.4872 18.1042
H 25.7340 25.7457 17.9831
H 24.9850 23.8802 22.9012
H 23.4290 23.3622 22.1628
H 23.7057 24.9771 22.4140
H 25.7393 26.6294 22.2324
C 14.5545 12.1512 18.3356
C 14.3418 13.2804 19.4034
C 13.7604 12.6490 20.6511
C 13.8368 13.4886 21.9018
C 15.2576 13.9696 22.0490
C 15.8257 14.7030 20.8615
N 15.7199 13.8540 19.7053
O 16.2516 14.4608 18.5430
C 15.1545 16.0562 20.6662
C 17.2870 14.9954 21.1022
C 13.3177 14.2328 18.7002
H 13.7189 11.4598 18.3312
H 15.4991 11.6756 18.6121
H 14.7377 12.5979 17.3199
H 12.6917 12.3904 20.3859
H 14.1513 11.6272 20.7954
H 13.5368 13.0080 22.8537
H 13.1906 14.3663 21.7650
H 15.7951 13.0603 22.3132
H 15.3216 14.7048 22.8817
H 14.2412 16.0519 21.2914
H 15.7020 16.8924 21.1089
H 14.9482 16.4219 19.6347
H 17.8703 14.0868 21.2503
H 17.7018 15.5821 20.3006
H 17.4198 15.6037 21.9642
H 13.0983 15.1484 19.3008
H 12.3887 13.6444 18.6154
H 13.6503 14.4397 17.6815
H 16.9786 13.8938 18.2249
C 12.7230 21.8594 13.1901
C 13.3421 20.4104 13.1691
C 14.8181 20.5449 12.6845
C 15.5408 19.2293 12.6761
C 15.4364 18.6582 14.1126
C 13.9528 18.5343 14.6777
N 13.3685 19.8282 14.5092
O 11.9900 19.7550 14.9809
C 13.1359 17.3672 14.1053
C 14.2040 18.2861 16.1439
C 12.4466 19.6781 12.1656
H 12.6698 22.2828 12.2221
H 13.2083 22.5107 13.9091
H 11.6550 21.8885 13.5418
H 14.8483 21.0966 11.7332
H 15.2663 21.1529 13.4683
H 16.5636 19.2836 12.1915
H 14.9484 18.5742 11.9954
H 16.0045 19.3258 14.7360
H 15.9924 17.7172 14.1677
H 13.3105 17.1296 13.0945
H 13.3048 16.5208 14.7567
H 12.0881 17.5930 14.2343
H 14.8623 19.0282 16.5540
H 13.2209 18.2844 16.6402
H 14.6437 17.2773 16.3069
H 12.9627 18.8879 11.6828
H 12.0202 20.3259 11.4297
H 11.6006 19.2388 12.6503
H 11.9934 20.1836 15.8021
N 16.4364 22.7941 16.8536
C 16.4118 24.0076 17.4833
C 15.0358 24.3791 17.5705
C 14.3158 23.4277 16.8488
C 15.1798 22.4483 16.3979
H 17.2994 22.2921 16.6734
H 17.2857 24.4005 17.9450
H 14.7590 25.2010 18.1556
H 13.2454 23.3519 16.6472
H 14.9224 21.6958 15.6366
N 18.8164 13.0802 16.3784
C 19.4740 14.1552 16.9703
C 19.5791 13.9030 18.3037
C 18.8581 12.6484 18.5855
C 18.3095 12.2070 17.3867
H 18.5582 13.2637 15.4047
H 19.8684 14.9872 16.4021
H 20.0084 14.5608 19.0427
H 18.7330 12.2023 19.5547
H 17.8425 11.2693 17.0640
N 15.9807 14.7902 15.0081
C 16.0563 14.4949 13.6800
C 17.1083 15.2727 13.1733
C 17.7480 15.9045 14.2902
C 17.0316 15.5995 15.4167
H 15.2276 14.4771 15.6129
H 15.2920 13.9575 13.2164
H 17.5020 15.1162 12.1663
H 18.5758 16.5742 14.2367
H 17.1483 15.9635 16.4059
N 18.7347 22.7040 21.8177
C 18.3160 22.4227 20.5423
C 19.4653 22.2721 19.7809
C 20.5611 22.5412 20.6078
C 20.1047 22.8026 21.8645
H 18.0599 23.0881 22.4696
H 17.2637 22.3365 20.2881
H 19.5112 21.9153 18.7555
H 21.5749 22.3926 20.4043
H 20.6485 23.0419 22.7820
N 19.7723 19.3686 21.5945
C 20.9110 19.2233 20.9412
C 21.3254 17.9060 20.9439
C 20.2318 17.2251 21.6151
C 19.2931 18.1673 22.0272
H 19.2218 20.2010 21.8009
H 21.3070 20.0391 20.3398
H 22.1780 17.3864 20.5059
H 20.1188 16.1180 21.5717
H 18.3381 18.1044 22.4744
C 17.4901 19.3185 18.5558
S 18.1853 19.4217 16.8903
O 18.8617 20.7450 16.7980
C 19.4916 18.2375 17.0523
H 18.1682 19.1132 19.3373
H 16.8075 18.5027 18.4641
H 16.8891 20.2438 18.7054
H 19.7611 18.0100 16.0002
H 19.0353 17.3204 17.5086
H 20.4091 18.5834 17.5730
*
```

Atomic partial charges in e from the Löwdin method, atoms 1 to 2:
1 C -0.0459
2 C -0.4519